{"formula": "C3H9NS", "method": "ωB97M-V/def2-TZVPD", "total_charge": 0, "largest_force_ha_per_bohr": 0.0854, "e_above_lowest_kcal_mol": 68.6, "homo_lumo_gap_ha": 0.26668, "energy_ha": -572.53073, "species": ["C", "C", "N", "H", "H", "H", "H", "H", "H", "C", "S", "H", "H", "H"], "coordinates": [[-2.139105, -0.292586, -0.797376], [-2.058565, -0.639450, 0.502566], [-1.275912, 0.572875, -1.419551], [-2.954209, -0.690814, -1.407255], [-2.809547, -1.250312, 0.987674], [-1.168847, -0.293674, 1.009962], [-0.440146, 0.944522, -0.966675], [0.577069, -0.757665, 0.254301], [-1.351343, 0.696047, -2.411315], [2.846291, 0.283167, 0.860653], [1.214491, 1.008809, 0.588057], [3.118203, -0.374822, 0.032786], [3.563650, 1.093623, 0.986549], [2.877970, -0.299720, 1.779624]], "atomic_forces_ev_per_a": [[-0.216, -0.240, 0.738], [0.281, 0.104, -0.780], [-0.046, 0.188, -0.369], [0.262, 0.326, -0.016], [0.240, 0.021, -0.099], [-0.471, 0.001, 0.642], [-0.674, -0.377, -0.400], [1.068, 3.870, 0.707], [0.108, 0.005, 0.027], [0.415, -0.020, 0.199], [-0.938, -4.267, -0.471], [0.106, 0.365, 0.063], [0.054, -0.010, -0.244], [-0.190, 0.033, 0.005]], "nbo_charge": [0.026, -0.572, -0.831, 0.191, 0.211, 0.192, 0.398, 0.156, 0.384, -0.746, -0.069, 0.220, 0.223, 0.216]}


{"formula": "C3H9NS", "method": "ωB97M-V/def2-TZVPD", "total_charge": 1, "largest_force_ha_per_bohr": 0.0538, "multiplicity": 2, "e_above_lowest_kcal_mol": 31.2, "homo_lumo_gap_ha": [0.35085, 0.16386], "energy_ha": -572.27021, "species": ["C", "N", "C", "C", "S", "H", "H", "H", "H", "H", "H", "H", "H", "H"], "coordinates": [[1.301599, -1.722506, -0.676540], [1.093297, -0.295306, -0.071126], [-0.334743, -0.043956, -0.115760], [-0.664895, 1.270196, 0.648492], [-2.380769, 1.673170, 0.523913], [0.689711, -1.730075, -1.571899], [0.850289, -2.399572, 0.040923], [2.365358, -1.790228, -0.825282], [1.338164, -0.493164, 0.889511], [-0.530360, 0.232319, -1.154241], [-0.991739, -0.825079, 0.279449], [-0.520026, 1.162190, 1.743474], [0.010075, 2.087105, 0.395010], [-2.225966, 2.874907, -0.105921]], "atomic_forces_ev_per_a": [[-1.003, 2.492, 0.664], [-0.452, -1.767, 0.029], [0.384, 0.866, -0.280], [0.621, 0.310, 1.221], [0.326, 0.539, -0.439], [0.450, -0.309, -0.424], [0.395, -0.572, -0.067], [0.120, -0.569, -0.228], [0.226, 0.532, 0.426], [-0.449, -0.662, -0.111], [0.008, -0.202, -0.265], [-0.079, -0.443, -0.223], [-0.301, 0.054, -0.480], [-0.248, -0.269, 0.178]], "mulliken_spin": [0.011, 0.023, 0.053, -0.010, 0.905, 0.000, 0.000, 0.000, 0.000, 0.003, -0.016, 0.057, -0.014, -0.012]}


{"formula": "C3H9NS", "method": "ωB97M-V/def2-TZVPD", "total_charge": 1, "largest_force_ha_per_bohr": 0.0264, "multiplicity": 2, "e_above_lowest_kcal_mol": 20.4, "homo_lumo_gap_ha": [0.35273, 0.13062], "energy_ha": -572.28743, "species": ["C", "C", "C", "S", "N", "H", "H", "H", "H", "H", "H", "H", "H", "H"], "coordinates": [[-0.676800, 1.056449, -0.263667], [0.493726, 0.386058, 0.479776], [0.413187, -1.142162, 0.472704], [0.588702, -1.758932, 2.083825], [-0.378828, 1.254616, -1.658841], [-0.906316, 2.002296, 0.221584], [-1.569584, 0.420729, -0.144708], [1.445371, 0.695483, 0.036777], [0.465963, 0.789537, 1.489062], [1.079302, -1.597647, -0.278619], [-0.553506, -1.437683, 0.029699], [0.789544, -3.074239, 1.839549], [-0.839461, 2.015638, -2.131002], [-0.351300, 0.389856, -2.176140]], "atomic_forces_ev_per_a": [[-0.071, -0.178, -0.398], [-0.017, 0.498, -0.104], [-0.147, 0.451, -1.274], [0.072, -0.357, 0.214], [0.463, -0.126, 0.473], [0.056, 0.098, -0.168], [-0.093, -0.019, 0.229], [-0.125, 0.037, 0.094], [0.177, -0.145, 0.305], [0.286, -0.160, 0.576], [-0.384, -0.223, 0.494], [0.042, 0.027, -0.057], [-0.124, -0.155, -0.017], [-0.137, 0.252, -0.367]], "mulliken_spin": [-0.012, 0.023, -0.071, 0.813, 0.091, 0.000, 0.020, 0.007, 0.001, 0.050, 0.088, -0.008, -0.003, 0.000]}


{"formula": "C3H9NS2", "method": "ωB97M-V/def2-TZVPD", "total_charge": 0, "largest_force_ha_per_bohr": 0.0826, "smiles": "C=CN.CSS", "e_above_lowest_kcal_mol": 53.1, "homo_lumo_gap_ha": 0.31424, "energy_ha": -970.74715, "species": ["C", "C", "N", "H", "H", "H", "H", "H", "C", "S", "S", "H", "H", "H", "H"], "coordinates": [[1.384226, -1.408731, -0.049053], [1.898071, -0.270575, -0.584893], [1.631767, 0.262342, -1.879702], [0.844996, -2.209646, -0.715335], [1.117200, -1.518980, 1.115251], [2.673000, 0.252448, -0.199638], [0.739268, 0.025254, -2.306036], [1.855380, 1.297548, -1.863867], [-1.825301, -0.395392, 1.560202], [-2.133211, 1.483289, 1.427756], [-1.001323, 2.375102, -0.059874], [-2.531851, -0.756614, 2.355898], [-2.060291, -0.852725, 0.610473], [-0.711177, -0.652841, 1.628362], [-1.880747, 2.369520, -1.039550]], "atomic_forces_ev_per_a": [[-1.896, -0.925, 0.841], [-2.821, -2.103, -2.377], [0.893, 0.835, 0.897], [0.625, 2.009, 1.244], [1.768, 0.009, -2.756], [1.800, 1.880, 2.215], [0.358, 0.224, 0.352], [-0.640, -1.985, -0.414], [1.216, 0.658, -0.644], [0.095, -0.895, 0.353], [0.425, -0.561, 0.881], [1.059, 0.419, -0.618], [-0.623, -0.061, -0.244], [-1.702, 0.619, 0.792], [-0.555, -0.124, -0.522]], "nbo_charge": [-0.563, 0.029, -0.822, 0.198, 0.214, 0.179, 0.382, 0.384, -0.721, 0.042, -0.125, 0.238, 0.215, 0.233, 0.117]}


{"formula": "C3H9NS2", "method": "ωB97M-V/def2-TZVPD", "total_charge": 0, "largest_force_ha_per_bohr": 0.1956, "smiles": "NC(CS)CS", "e_above_lowest_kcal_mol": 80.6, "homo_lumo_gap_ha": 0.34463, "energy_ha": -970.70329, "species": ["N", "C", "C", "S", "C", "S", "H", "H", "H", "H", "H", "H", "H", "H", "H"], "coordinates": [[0.478939, 1.692513, -0.509882], [0.150070, 0.586662, 0.700572], [-1.420590, 0.394639, 0.782368], [-2.545177, -0.618869, -0.388310], [0.880635, -0.581927, 0.425815], [2.536067, -0.401892, -0.234509], [-0.186905, 1.309929, -1.335290], [1.359537, 1.888753, -0.724947], [0.476074, 1.271518, 1.554124], [-2.026153, 1.272918, 0.873362], [-1.661445, -0.090045, 1.791895], [-3.056448, 0.670744, -0.917933], [1.014395, -1.361031, 1.198038], [0.487497, -0.942145, -0.400411], [2.725927, -1.932302, 0.042909]], "atomic_forces_ev_per_a": [[-9.228, -3.887, 0.947], [-1.208, 6.729, -0.928], [-0.268, -1.671, 1.999], [0.536, 3.362, -0.586], [3.003, -1.880, 2.667], [1.805, -3.083, 0.802], [2.773, 1.417, 2.072], [4.635, 0.356, -1.240], [-0.555, -1.521, -0.557], [0.536, 0.981, -0.134], [0.760, 0.352, -1.263], [0.708, -2.630, 0.590], [-0.847, 0.599, -0.061], [-2.721, -2.533, -3.510], [0.071, 3.408, -0.798]], "nbo_charge": [-0.869, -0.062, -0.504, -0.091, -0.559, -0.050, 0.360, 0.353, 0.226, 0.235, 0.225, 0.151, 0.229, 0.214, 0.141]}


{"formula": "C3H9NS2", "method": "ωB97M-V/def2-TZVPD", "total_charge": 0, "largest_force_ha_per_bohr": 0.0276, "smiles": "C=NC.CSS", "e_above_lowest_kcal_mol": 29.5, "homo_lumo_gap_ha": 0.35827, "energy_ha": -970.78471, "species": ["C", "N", "C", "H", "H", "H", "H", "H", "C", "S", "S", "H", "H", "H", "H"], "coordinates": [[-0.070686, -2.363619, -0.183232], [-0.691295, -2.568463, -1.265032], [0.070484, -2.291234, -2.485531], [-0.541022, -2.601571, 0.769227], [1.016194, -2.229149, -0.141051], [1.129358, -2.552813, -2.421463], [-0.031420, -1.234387, -2.733800], [-0.372335, -2.864236, -3.299265], [0.214736, 1.258721, -1.026033], [0.783600, 1.788019, 0.630110], [-0.605458, 0.972348, 1.912618], [-0.844198, 1.012361, -0.935267], [0.678960, 0.319385, -1.311312], [0.350962, 2.071078, -1.727115], [-1.526370, 1.970023, 1.861414]], "atomic_forces_ev_per_a": [[0.188, -1.407, 0.008], [0.354, 0.819, 0.131], [-0.457, -0.378, -0.095], [-0.235, 0.343, -0.068], [0.006, 0.507, -0.068], [0.078, 0.081, 0.178], [-0.001, 0.000, -0.060], [0.054, 0.044, -0.047], [-0.625, -0.566, 0.770], [-0.082, -0.029, -0.099], [-0.094, 0.325, -0.239], [-0.034, 0.314, -0.087], [0.422, 0.220, -0.200], [0.185, 0.003, -0.170], [0.242, -0.275, 0.047]], "nbo_charge": [-0.068, -0.380, -0.454, 0.176, 0.137, 0.181, 0.201, 0.206, -0.748, 0.077, -0.136, 0.236, 0.214, 0.230, 0.128]}


{"formula": "C3H9NS2", "method": "ωB97M-V/def2-TZVPD", "total_charge": 0, "largest_force_ha_per_bohr": 0.0640, "smiles": "CSSCCN", "e_above_lowest_kcal_mol": 42.8, "homo_lumo_gap_ha": 0.28121, "energy_ha": -970.76344, "species": ["C", "S", "S", "C", "C", "N", "H", "H", "H", "H", "H", "H", "H", "H", "H"], "coordinates": [[-0.163540, 0.005804, 2.432616], [0.839539, -1.560218, 2.333306], [1.605711, -1.333278, 0.278026], [1.128169, -0.156269, -1.055952], [-0.324020, -0.224055, -1.477641], [-1.112452, 0.970196, -1.054509], [-1.096556, -0.238885, 1.954774], [0.378700, 0.611505, 1.692368], [-0.075784, 0.343904, 3.481325], [1.280867, 0.779307, -0.497057], [1.846218, -0.289617, -1.847927], [-0.447153, -0.464872, -2.547367], [-0.797052, -1.103015, -1.021854], [-2.113019, 0.955431, -0.945591], [-0.949628, 1.704064, -1.724519]], "atomic_forces_ev_per_a": [[1.738, -0.843, -0.576], [-0.481, 1.169, -1.548], [1.671, -2.133, 0.146], [-1.550, 1.280, 2.605], [-2.098, -0.614, -0.196], [1.334, 0.296, -0.280], [-0.715, 0.297, 0.678], [-0.311, 0.511, 0.876], [-0.639, 0.094, -0.818], [0.061, 0.247, -1.067], [0.417, -0.304, 0.056], [0.321, 0.455, 0.049], [0.191, 0.203, 0.165], [-0.106, -1.005, -0.074], [0.168, 0.348, -0.017]], "nbo_charge": [-0.720, 0.096, -0.028, -0.518, -0.252, -0.860, 0.223, 0.228, 0.236, 0.234, 0.249, 0.180, 0.208, 0.373, 0.352]}


{"formula": "C3H9NSi", "method": "ωB97M-V/def2-TZVPD", "total_charge": 0, "largest_force_ha_per_bohr": 0.1039, "smiles": "C=N[SiH](C)C", "e_above_lowest_kcal_mol": 9.8, "homo_lumo_gap_ha": 0.34898, "energy_ha": -463.91755, "species": ["C", "N", "Si", "C", "C", "H", "H", "H", "H", "H", "H", "H", "H", "H"], "coordinates": [[2.289656, 0.300192, -0.342971], [1.698907, -0.124524, 0.630297], [-0.254773, -0.156586, 0.781603], [-1.048386, 1.465372, 0.216328], [-0.767147, -1.540485, -0.350929], [3.396451, 0.330739, -0.444064], [1.703177, 0.507746, -1.268239], [-0.548235, -0.780171, 2.184217], [-2.055090, 1.443561, 0.714660], [-0.505465, 2.428514, 0.435117], [-1.178251, 1.329767, -0.856843], [-0.655198, -1.178529, -1.336649], [-0.198988, -2.355268, -0.085860], [-1.876653, -1.670334, -0.276668]], "atomic_forces_ev_per_a": [[0.579, 0.402, -3.502], [-3.540, -0.815, 3.918], [2.619, -0.800, 0.404], [-0.068, 0.030, 1.159], [-2.628, 2.511, 0.481], [-0.455, 0.063, 0.223], [0.651, 0.542, -0.109], [0.281, 1.138, -0.908], [0.742, 0.389, -0.574], [-0.624, -1.129, -0.139], [-0.092, 0.260, -0.054], [0.657, -0.040, -1.389], [1.009, -2.164, 0.192], [0.868, -0.388, 0.298]], "nbo_charge": [-0.035, -0.740, 1.476, -1.122, -1.109, 0.150, 0.104, -0.178, 0.247, 0.259, 0.241, 0.228, 0.243, 0.238]}


{"formula": "C3H9O2", "method": "ωB97M-V/def2-TZVPD", "total_charge": -1, "largest_force_ha_per_bohr": 0.0386, "e_above_lowest_kcal_mol": 34.7, "homo_lumo_gap_ha": 0.22038, "energy_ha": -270.13045, "species": ["C", "O", "H", "H", "H", "C", "O", "C", "H", "H", "H", "H", "H", "H"], "coordinates": [[-1.003210, 2.284427, 2.022645], [-0.638514, 1.332481, 1.118545], [-1.479987, 3.183962, 1.510857], [-1.796542, 1.948794, 2.719123], [-0.208366, 2.657500, 2.682432], [0.127707, -0.954392, -0.719229], [-0.277436, -0.181717, -1.876446], [1.149932, -2.004701, -1.229184], [0.431647, -0.411126, 0.171125], [-0.775096, -1.525648, -0.490303], [0.330807, 0.568908, -1.879012], [2.123080, -1.647132, -1.570942], [1.365040, -2.717041, -0.420206], [0.650939, -2.534315, -2.039405]], "atomic_forces_ev_per_a": [[-0.682, -0.332, -1.336], [0.324, 0.072, 0.324], [0.343, -0.049, 0.429], [-0.284, -0.113, 0.351], [0.486, 0.340, 0.212], [-0.062, -1.317, -1.486], [0.800, 0.401, 0.794], [-0.404, -0.124, 0.859], [-0.162, 0.646, -0.204], [0.070, 0.119, 0.391], [-0.420, 0.118, -0.026], [-0.162, 0.420, -0.060], [-0.071, -0.036, -0.118], [0.223, -0.145, -0.131]], "nbo_charge": [-0.194, -0.999, 0.065, 0.072, 0.077, -0.076, -0.736, -0.633, 0.241, 0.156, 0.463, 0.185, 0.187, 0.193]}